# 1
Below is a structure of composition C35H22BrCl7N4OZn, with properties calculated with wB97M-V/def2-TZVPD.

Geometry as XYZ:
```
71
Properties=species:S:1:pos:R:3:mulliken_charge:R:1
Zn 0.32837 -0.47248 2.38186 -0.662
Br 3.14590 -0.51613 3.17860 -0.242
C 3.63520 -1.28790 1.51378 0.545
C 4.96722 -1.51759 1.31991 -0.721
C 5.40984 -2.10350 0.11628 -0.456
C 4.50276 -2.44969 -0.83876 -0.992
C 3.11573 -2.22233 -0.64678 1.175
C 2.19112 -2.62328 -1.63840 -1.063
C 0.85788 -2.40373 -1.44400 -0.616
C 0.40522 -1.76049 -0.27499 0.861
C 1.23699 -1.35110 0.74974 -1.064
C 2.63158 -1.60529 0.54748 0.972
H 5.67573 -1.25207 2.09251 0.389
H 6.46831 -2.28159 -0.03391 0.358
H 4.82527 -2.91413 -1.76512 0.321
H 2.56076 -3.10460 -2.53789 0.250
H 0.14067 -2.71719 -2.19727 0.396
H -0.66561 -1.59970 -0.18229 0.199
Cl -1.30770 0.09698 5.32738 -0.104
C -1.05190 -1.58413 4.98573 1.009
C -0.32551 -1.94502 3.84561 -2.218
C -0.10711 -3.31589 3.72645 1.783
Cl 0.87854 -3.93165 2.41903 -0.220
C -0.60557 -4.27257 4.61373 -0.464
Cl -0.30796 -5.96851 4.38866 -0.229
C -1.35491 -3.86053 5.70624 0.711
Cl -1.99639 -5.02160 6.82129 -0.241
C -1.57021 -2.50175 5.90060 -0.460
Cl -2.47859 -1.98418 7.28471 -0.225
Cl -0.55602 3.45068 4.81074 -0.268
C -0.49672 3.69243 3.06842 0.365
C -0.84136 4.92955 2.59593 -0.592
C -0.84939 5.20749 1.22049 -0.638
C -0.46507 4.17281 0.36809 -0.585
C -0.12341 2.93296 0.85338 0.382
Cl 0.30766 1.70905 -0.33505 0.050
C -0.14308 2.50529 2.26120 0.118
N 0.06807 1.35660 2.77150 -0.789
H -1.11616 5.69811 3.31057 0.335
H -1.10837 6.18703 0.84120 0.336
H -0.43146 4.33390 -0.70526 0.388
C 2.61789 1.80577 -5.48985 -1.407
C 1.29157 1.22945 -5.07189 0.719
C 0.23496 1.11591 -5.97026 -0.840
C -0.98623 0.58879 -5.57947 -0.526
C -1.17121 0.13096 -4.27744 -0.137
N -2.41203 -0.44019 -3.92122 -0.077
C -3.07595 -0.42173 -2.69682 0.192
O -3.96646 -1.22856 -2.48395 -0.707
N -2.71232 0.58011 -1.85449 -0.095
C -2.98869 0.63302 -0.46057 0.222
C -3.04507 1.87972 0.14059 -0.249
C -3.11377 1.95607 1.51644 -0.054
C -3.11039 0.77357 2.24075 -0.383
N -3.11496 -0.42939 1.66824 -0.540
C -3.06369 -0.49921 0.34176 -0.772
C -0.11229 0.21915 -3.37898 -0.130
C 1.09155 0.77820 -3.77184 -0.948
H 2.54184 2.31162 -6.45340 0.360
H 3.37520 1.02354 -5.58051 0.290
H 2.98090 2.52512 -4.75479 0.340
H 0.36133 1.46559 -6.98951 0.304
H -1.81231 0.53657 -6.27945 0.451
H -2.81530 -1.11704 -4.54660 0.281
H -1.95602 1.18691 -2.13662 0.391
H -2.96353 2.77954 -0.45739 0.362
H -3.07880 2.91421 2.01804 0.410
H -3.06963 0.79263 3.32194 0.267
H -3.05229 -1.48676 -0.10287 0.663
H -0.21429 -0.15534 -2.36999 1.030
H 1.88966 0.84748 -3.04120 0.490
```

- LUMO energy: 0.144 Ha
- E: -9215.9828 Ha
- HOMO-LUMO gap: 0.1621 hartree
- Highest occupied orbital energy: -0.49 eV
- Spin multiplicity: 1
- Total charge: -2


# 2
Below is a structure of composition C35H23BrIN6NiO2S4, with properties calculated with wB97M-V/def2-TZVPD.

Geometry as XYZ:
```
73
Properties=species:S:1:pos:R:3:mulliken_spin:R:1
Ni 1.56296 -0.03036 1.50254 1.625
S 3.44815 0.85746 0.20820 0.115
C 3.50874 -0.81443 -0.36231 -0.004
S 2.33235 -1.87979 0.27329 0.107
C 4.44329 -1.26802 -1.25781 -0.018
C 4.46173 -2.67714 -1.53663 0.002
N 4.45001 -3.81952 -1.75384 0.001
C 5.40714 -0.50147 -1.91374 0.005
N 6.23217 0.14107 -2.38038 0.000
O -2.11745 -0.64270 -0.50565 0.000
S -1.11336 1.64617 2.48120 0.000
O -1.16025 3.05964 2.89469 0.001
N 0.33053 0.84875 2.81757 0.059
C 0.83700 0.91681 4.12447 0.010
C 0.32223 1.68514 5.14375 0.012
C 0.88934 1.64923 6.42518 -0.005
C 2.08432 0.98360 6.67688 0.013
C 2.65773 0.26145 5.59247 -0.004
C 3.89021 -0.42699 5.73315 0.004
C 4.38898 -1.09870 4.65279 -0.001
C 3.66075 -1.11441 3.42800 0.008
N 2.49334 -0.53714 3.31109 0.038
C 2.00471 0.16757 4.41501 -0.012
C -2.15653 0.85737 3.65777 0.005
C -3.09960 1.69361 4.30223 0.001
C -3.94581 1.03466 5.22323 0.000
C -3.91032 -0.37301 5.32687 0.000
C -2.92788 -1.09240 4.72745 -0.003
C -1.99504 -0.53676 3.88992 -0.004
H -0.50191 2.36199 4.91893 0.003
H 0.35968 2.14366 7.23170 0.000
H 2.61199 1.00589 7.59439 0.001
H 4.38595 -0.47107 6.71653 0.000
H 5.27537 -1.65130 4.75771 0.000
H 3.99684 -1.68037 2.57697 0.004
H -3.08931 2.75106 4.08384 0.000
H -4.63940 1.61913 5.80622 0.000
H -4.57935 -0.76245 6.14700 0.000
H -2.95235 -2.15306 4.84250 0.000
H -1.17274 -1.09506 3.52242 0.005
S -1.94966 0.35291 -4.29620 0.000
C -1.39055 0.43703 -2.61189 -0.002
C -1.49330 -0.79461 -1.79581 0.007
C -0.65401 -0.78609 -0.51097 0.016
N 0.13466 0.29547 -0.26874 0.015
C 0.08075 1.38851 -0.96286 0.001
C -0.83090 1.55442 -2.19113 0.003
C -3.57319 -0.39343 -4.26123 0.000
C -4.01674 -1.15468 -5.41522 0.000
C -5.31265 -1.52380 -5.38745 0.000
N -6.07388 -1.40828 -4.27480 0.000
C -5.59941 -0.87108 -3.16509 0.000
C -4.34343 -0.30570 -3.15710 0.000
H -1.87046 -1.74635 -2.20441 0.000
H -0.25135 -1.72949 0.00131 -0.006
H 0.71288 2.21513 -0.60640 -0.001
H -0.76537 2.48864 -2.81295 0.000
H -3.30098 -1.37833 -6.19551 0.000
H -5.91496 -2.01956 -6.15560 0.000
H -6.28397 -0.92801 -2.34131 0.000
H -4.01347 0.16174 -2.25780 0.000
Br 0.53832 3.40117 -5.65203 0.000
C 1.19117 1.61477 -5.95879 0.000
C 0.73354 0.95878 -7.13619 0.000
C 1.28436 -0.33114 -7.48415 0.000
C 2.14253 -0.91309 -6.60505 0.000
C 2.51443 -0.25337 -5.45401 0.000
C 2.10234 0.98870 -5.12600 0.001
I 2.99570 1.71019 -3.39834 0.000
H 0.02352 1.48609 -7.81261 0.000
H 0.83151 -0.82691 -8.28830 0.000
H 2.46627 -1.94481 -6.73009 0.000
H 3.21211 -0.80299 -4.77888 0.000
```

- LUMO energy (alpha / beta): 0.064 / 0.064 Ha
- E: -7799.3414 Ha
- HOMO-LUMO gap (alpha / beta): 0.2537 / 0.2528 hartree
- Highest occupied orbital energy (alpha / beta): -5.16 / -5.13 eV
- Spin multiplicity: 3
- Total charge: -1


# 3
Below is a structure of composition C35H23Cl4N9O2SSn, with properties calculated with wB97M-V/def2-TZVPD.

Geometry as XYZ:
```
75
Properties=species:S:1:pos:R:3:mulliken_charge:R:1
Sn -0.01749 -0.01648 -0.03022 0.847
C -4.08658 0.49876 -2.56134 -1.124
C -4.79012 -0.65674 -2.25464 -0.254
C -4.15399 -1.67078 -1.56529 -1.091
C -2.81216 -1.51639 -1.20115 0.608
N -2.15572 -0.38472 -1.47207 0.273
C -2.77373 0.59353 -2.13365 -0.208
C -2.05268 -2.55595 -0.45755 0.988
C -2.48724 -3.88401 -0.51299 -0.941
C -1.83149 -4.86844 0.20697 -0.573
C -0.73741 -4.50766 0.98275 -0.839
C -0.29990 -3.18823 0.99860 0.180
C -0.92093 -2.16082 0.27489 -0.374
H -4.54584 1.32777 -3.08288 0.415
H -5.83269 -0.75891 -2.53280 0.385
H -4.69118 -2.56442 -1.28227 0.320
H -2.18735 1.49273 -2.28127 0.606
H -3.33001 -4.16218 -1.13681 0.310
H -2.16592 -5.89859 0.15965 0.354
H -0.21237 -5.25948 1.56429 0.407
H 0.57271 -2.96551 1.60084 0.169
Cl -3.87837 5.93211 0.84452 -0.261
C -3.13913 4.36816 1.02344 0.208
C -3.35606 3.61976 2.16132 0.459
Cl -4.37731 4.21937 3.43349 -0.256
C -2.75153 2.35418 2.27809 0.125
Cl -3.01257 1.38387 3.69722 -0.249
C -1.94419 1.83245 1.27909 -0.185
O -1.41366 0.62897 1.36283 -0.544
C -1.69649 2.61328 0.09169 -0.114
O -0.92894 2.11368 -0.81890 -0.497
C -2.31930 3.86300 0.00402 0.293
Cl -2.03510 4.78130 -1.44935 -0.263
C 1.84214 3.51461 -1.98196 -1.046
C 2.87525 2.44684 -1.92569 0.623
C 4.17619 2.62275 -1.53766 -0.939
C 4.94514 1.46955 -1.35008 0.996
N 4.54049 0.25147 -1.67831 -0.305
C 3.30235 0.08802 -2.19565 -0.224
S 2.70280 -1.40134 -2.69957 -0.397
N 2.49013 1.19480 -2.24949 0.098
C 6.27794 1.58259 -0.67161 -1.398
H 2.22648 4.42737 -1.53123 0.334
H 0.94397 3.18500 -1.44788 0.003
H 1.56149 3.71653 -3.01935 0.354
H 4.54302 3.59855 -1.25353 0.773
H 1.50944 1.00673 -2.42515 0.138
H 6.80981 2.47856 -0.99304 0.421
H 6.87631 0.69241 -0.85647 0.397
H 6.11099 1.68035 0.40452 0.226
N 9.63896 -4.68535 -0.36893 -0.589
C 8.65924 -4.20575 -0.00557 0.124
C 7.43937 -3.60348 0.46136 0.540
C 6.56590 -2.98434 -0.43143 -1.209
C 5.39371 -2.40894 0.01634 -0.131
C 5.08098 -2.45132 1.37594 1.481
C 5.95597 -3.06424 2.27097 -0.600
C 7.12870 -3.63726 1.81633 -1.011
N 3.88661 -1.87756 1.84495 0.409
C 3.43971 -1.78510 3.15850 0.046
C 2.21290 -1.20930 3.09511 -1.573
N 1.88463 -0.94204 1.78528 0.211
C 2.88725 -1.34729 1.06871 0.167
H 6.80173 -2.94738 -1.48653 0.462
H 4.75048 -1.91367 -0.70059 0.166
H 5.72432 -3.09880 3.32489 0.300
H 7.80387 -4.11466 2.51345 0.430
H 4.02854 -2.10880 3.99685 0.359
H 1.54578 -0.95589 3.90327 0.500
H 2.93683 -1.28900 -0.01112 -0.451
N 5.16814 5.18251 0.46597 -0.721
C 4.30929 4.68981 1.08803 0.660
N 3.37368 4.19427 1.86107 -0.878
C 2.73779 3.10984 1.46465 0.555
N 2.16303 2.12875 1.20359 -0.475
```

- LUMO energy: 0.138 Ha
- E: -4444.2549 Ha
- HOMO-LUMO gap: 0.2085 hartree
- Highest occupied orbital energy: -1.93 eV
- Spin multiplicity: 1
- Total charge: -2